Here is CH26B4O14 as an isolated structure in a non-equilibrium geometry from OMol25. Energies are from wB97M-V/def2-TZVPD.

Computed properties:
HOMO: -10.34 eV
Total charge: 0

```
45
Properties=species:S:1:pos:R:3:forces:R:3
C -2.0080 1.7270 -1.2051 -0.44 -1.02 0.63
B -1.3418 0.3329 -0.9183 -0.07 0.40 -0.05
O -1.8333 -0.7571 -1.6001 0.70 -0.14 -0.45
B -0.0656 0.2379 0.2126 -0.72 0.02 -0.96
O -0.0346 -0.7354 1.1941 0.25 0.68 0.08
B 1.0834 -0.4943 1.9799 0.18 -1.16 0.51
O 2.2797 -0.3874 1.2930 -0.12 0.70 0.51
B 2.1899 0.8001 0.5895 0.68 0.39 -0.40
O 0.9382 1.2056 0.1375 0.30 -0.54 0.37
H -2.9643 1.6075 -1.7062 -0.02 0.12 -0.36
H -1.3177 2.3116 -1.8061 0.05 0.24 -0.12
H -2.2160 2.2613 -0.2819 0.20 0.35 0.07
H -1.1410 -1.4149 -1.7947 -0.59 -0.07 0.44
H 1.0317 -0.3168 3.1442 -0.11 -0.10 0.06
H 3.1620 1.4646 0.4318 -0.40 -0.22 -0.21
O -3.7977 -1.9905 0.6444 -0.05 -0.05 -0.17
H -4.3399 -1.1992 0.7336 0.03 -0.05 0.04
H -3.0438 -1.7091 0.1138 0.05 0.16 -0.06
O 1.2743 -2.6796 4.2784 0.00 -0.04 -0.12
H 2.0382 -3.2632 4.3815 0.02 -0.02 -0.08
H 0.7217 -3.1365 3.6350 -0.03 -0.03 0.12
O -0.6145 -3.6924 0.0220 -0.04 0.20 -0.18
H -1.5413 -3.7617 -0.2338 0.02 -0.10 0.10
H -0.5040 -2.7735 0.2946 0.00 -0.01 0.19
O -3.1854 4.3602 -1.9344 -0.08 0.21 -0.18
H -4.0378 4.7496 -1.7098 0.03 -0.03 0.02
H -2.7914 4.9944 -2.5448 -0.01 -0.03 0.03
O 3.1208 -4.9406 3.5087 -0.05 -0.13 -0.06
H 3.8847 -5.5160 3.6213 0.00 0.11 0.05
H 2.5712 -5.3946 2.8603 0.02 0.05 0.02
O 5.0814 -0.7676 2.6281 -0.03 0.06 0.02
H 5.1458 0.1156 3.0052 0.01 -0.06 -0.03
H 4.1970 -0.7951 2.2418 0.00 0.00 -0.02
O 4.9934 2.4593 0.2837 0.44 0.20 0.04
H 5.7074 2.1042 -0.2576 -0.05 -0.02 0.01
H 5.4345 3.0622 0.8923 -0.04 0.01 -0.05
O -4.4449 -2.2032 -2.7371 -0.09 -0.02 0.11
H -5.0698 -1.4733 -2.7950 0.05 -0.04 -0.06
H -4.3471 -2.3568 -1.7892 -0.03 0.00 -0.01
O -2.4557 2.1664 -4.9753 -0.02 0.02 0.17
H -2.9155 2.5683 -4.2285 0.03 -0.01 -0.02
H -2.0157 1.3987 -4.5943 -0.04 0.01 -0.05
O 1.3348 4.1551 -1.8565 -0.13 -0.07 0.01
H 0.4045 4.3748 -1.7391 0.06 0.01 0.01
H 1.4324 3.3015 -1.4193 0.03 0.01 0.05
```
Forces are in eV/Å.

=====

Here is an isolated molecule of C2H8O2Si in a non-equilibrium geometry from OMol25. Energies are from wB97M-V/def2-TZVPD.

Computed properties:
HOMO: -9.17 eV
Total charge: 0
Relative energy (zero: lowest compared OMol25 entry of this formula, charge and spin): 532.40 kJ/mol

```
13
Properties=species:S:1:pos:R:3:forces:R:3
C 0.7107 0.3377 1.5320 0.22 -1.71 -0.85
Si 0.3882 -0.5536 -0.1707 -2.42 -0.20 0.69
C 0.4207 0.7686 -1.5405 4.31 -1.66 0.31
O -1.2057 -1.4643 -0.2172 2.99 -0.16 0.10
O -2.3395 -0.6975 -0.0145 -2.00 1.74 0.34
H 1.4485 -0.1695 2.1334 0.22 -0.97 0.12
H 1.2035 1.2654 1.4784 0.09 1.66 -0.65
H -0.1430 0.4043 2.1732 -0.79 0.16 0.10
H 1.0377 -1.8720 -0.3285 0.52 0.41 -0.15
H 0.2085 0.4043 -2.5139 -0.62 -0.25 -0.79
H -0.1304 1.5565 -1.2266 -2.40 2.32 0.73
H 1.4600 1.2879 -1.6444 -1.34 -1.23 0.36
H -3.0591 -1.2677 0.3393 1.21 -0.10 -0.31
```
Forces are in eV/Å.

=====

| no. | LUMO level (eV) | frontier orbital gap (eV) |
| --- | --- | --- |
| 1 | -0.03 | 10.316 |
| 2 | 0.84 | 10.011 |